1.
A 2-piece molecular cluster, H3INOP overall in a non-equilibrium geometry. Source: the OMol25 dataset; level of theory: ωB97M-V/def2-TZVPD.

## Properties
E_LUMO (alpha / beta) ... -1.23 / -2.19 eV
M ... 190.91 g/mol
Gap between HOMO and LUMO (alpha / beta) ... 7.80 / 6.96 eV
Energy relative to the best compared isomer or geometry (same formula, charge and spin) ... 96.6 kcal/mol

Bonds (Å) are listed after each position.
CARTESIAN COORDINATES (ANGSTROEM)
1 N -1.125 -0.277 0.189  P3 1.660, H5 1.031
2 O 1.256 -0.505 0.950  P3 1.573, H7 0.964
3 P 0.169 0.611 0.727  N1 1.660, O2 1.573, I4 2.601
4 I 1.194 1.987 -1.228  P3 2.601
5 H -1.497 0.624 -0.148  N1 1.031
6 H -0.808 -1.080 -1.490  no bonds
7 H 0.811 -1.359 1.000  O2 0.964

2.
C2H5OPS3 in the gas phase in a non-equilibrium geometry. Source: the OMol25 dataset; level of theory: ωB97M-V/def2-TZVPD.

## Properties
E_LUMO (alpha / beta) ... 0.09 / -3.58 eV
⟨S²⟩ ... 2.019
M ... 172.24 g/mol
Spin multiplicity ... 3
Gap between HOMO and LUMO (alpha / beta) ... 6.63 / 5.40 eV
Energy relative to the best compared isomer or geometry (same formula, charge and spin) ... 22.5 kcal/mol

Bonds (Å) are listed after each position.
CARTESIAN COORDINATES (ANGSTROEM)
1 C -1.362 0.219 -0.068  C2 1.542, O3 1.397, H8 1.147, H9 1.046
2 C -0.684 -1.156 0.107  C1 1.542, S6 1.822, H10 1.059, H11 1.164
3 O -0.411 1.182 -0.415  C1 1.397, H12 0.949
4 P 2.236 0.271 0.242  S5 1.964, S6 2.122, S7 1.932
5 S 3.027 1.557 1.498  P4 1.964
6 S 0.881 -1.152 1.041  C2 1.822, P4 2.122
7 S 2.896 -0.097 -1.537  P4 1.932
8 H -2.215 0.214 -0.835  C1 1.147
9 H -1.851 0.488 0.816  C1 1.046
10 H -1.257 -1.814 0.707  C2 1.059
11 H -0.373 -1.674 -0.887  C2 1.164
12 H -0.887 1.962 -0.668  O3 0.949

3.
A 14-piece molecular cluster, C44H124N8O20 overall in a non-equilibrium geometry. Source: the OMol25 dataset; level of theory: ωB97M-V/def2-TZVPD.

## Properties
E_LUMO ... 0.05 eV
M ... 1085.51 g/mol
Gap between HOMO and LUMO ... 8.97 eV
Energy relative to the best compared isomer or geometry (same formula, charge and spin) ... 207.9 kcal/mol

Bonds (Å) are listed after each position.
CARTESIAN COORDINATES (ANGSTROEM)
1 C 1.669 4.971 6.361  C2 1.593, H7 1.090, H8 1.090, H9 1.090
2 C 0.639 6.176 6.207  C1 1.593, C3 1.497, N6 1.455, H10 1.090
3 C -0.208 6.431 7.414  C2 1.497, O4 1.449, H11 1.090, H12 1.090
4 O -1.228 7.423 7.141  C3 1.449, C5 1.394
5 C -2.437 6.959 6.627  O4 1.394, H13 1.090, H14 1.090, H15 1.090
6 N 1.336 7.354 5.713  C2 1.455, H16 1.010, H17 1.010
7 H 2.125 5.037 7.349  C1 1.090
8 H 2.468 5.051 5.624  C1 1.090
9 H 1.168 4.013 6.218  C1 1.090
10 H -0.142 5.982 5.472  C2 1.090
11 H 0.511 6.684 8.194  C3 1.090
12 H -0.663 5.489 7.721  C3 1.090
13 H -3.019 6.514 7.434  C5 1.090
14 H -2.346 6.279 5.780  C5 1.090
15 H -3.002 7.851 6.355  C5 1.090
16 H 1.633 7.203 4.759  N6 1.010
17 H 0.704 8.132 5.593  N6 1.010
18 C 5.211 5.957 -2.103  C19 1.554, H24 1.090, H25 1.090, H26 1.090
19 C 6.495 5.437 -2.807  C18 1.554, C20 1.573, N23 1.440, H27 1.090
20 C 7.452 6.597 -3.268  C19 1.573, O21 1.367, H28 1.090, H29 1.090
21 O 7.876 7.210 -2.121  C20 1.367, C22 1.392
22 C 7.983 8.585 -2.307  O21 1.392, H30 1.090, H31 1.090, H32 1.090
23 N 7.081 4.405 -1.991  C19 1.440, H33 1.010, H34 1.010
24 H 4.672 6.818 -2.499  C18 1.090
25 H 5.467 6.315 -1.106  C18 1.090
26 H 4.483 5.164 -1.938  C18 1.090
27 H 6.155 4.838 -3.652  C19 1.090
28 H 7.039 7.344 -3.946  C20 1.090
29 H 8.177 6.114 -3.923  C20 1.090
30 H 8.620 8.877 -3.141  C22 1.090
31 H 8.518 9.001 -1.453  C22 1.090
32 H 6.978 8.930 -2.548  C22 1.090
33 H 7.516 4.896 -1.224  N23 1.010
34 H 7.871 3.929 -2.405  N23 1.010
35 C -6.394 -8.020 -2.596  C36 1.555, H41 1.090, H42 1.090, H43 1.090
36 C -5.353 -6.975 -3.088  C35 1.555, C37 1.592, N40 1.411, H44 1.090
37 C -4.467 -6.504 -1.852  C36 1.592, O38 1.382, H45 1.090, H46 1.090
38 O -5.170 -6.011 -0.769  C37 1.382, C39 1.406
39 C -6.072 -4.941 -0.907  O38 1.406, H47 1.090, H48 1.090, H49 1.090
40 N -4.559 -7.594 -4.077  C36 1.411, H50 1.010, H51 1.010
41 H -6.012 -8.680 -1.816  C35 1.090
42 H -7.057 -8.355 -3.394  C35 1.090
43 H -7.112 -7.440 -2.015  C35 1.090
44 H -5.931 -6.102 -3.392  C36 1.090
45 H -3.669 -5.818 -2.135  C37 1.090
46 H -3.925 -7.366 -1.464  C37 1.090
47 H -6.313 -4.553 0.082  C39 1.090
48 H -7.011 -5.219 -1.386  C39 1.090
49 H -5.692 -4.152 -1.556  C39 1.090
50 H -3.934 -6.922 -4.497  N40 1.010
51 H -5.284 -7.651 -4.779  N40 1.010
52 C -5.713 -2.395 -11.670  C53 1.533, H58 1.090, H59 1.090, H60 1.090
53 C -4.718 -3.486 -11.256  C52 1.533, C54 1.523, N57 1.430, H61 1.090
54 C -4.568 -3.671 -9.753  C53 1.523, O55 1.389, H62 1.090, H63 1.090
55 O -4.260 -2.529 -9.025  C54 1.389, C56 1.431
56 C -4.036 -2.657 -7.617  O55 1.431, H64 1.090, H65 1.090, H66 1.090
57 N -4.959 -4.739 -11.901  C53 1.430, H67 1.010, H68 1.010
58 H -6.671 -2.612 -11.198  C52 1.090
59 H -5.842 -2.305 -12.749  C52 1.090
60 H -5.434 -1.387 -11.363  C52 1.090
61 H -3.758 -3.083 -11.579  C53 1.090
62 H -3.930 -4.489 -9.419  C54 1.090
63 H -5.599 -3.876 -9.462  C54 1.090
64 H -3.747 -1.648 -7.323  C56 1.090
65 H -3.178 -3.213 -7.237  C56 1.090
66 H -4.919 -2.981 -7.066  C56 1.090
67 H -5.724 -5.229 -11.462  N57 1.010
68 H -4.160 -5.329 -11.714  N57 1.010
69 C -1.314 -0.353 10.765  C70 1.505, H75 1.090, H76 1.090, H77 1.090
70 C -1.043 -1.210 11.972  C69 1.505, C71 1.608, N74 1.510, H78 1.090
71 C 0.529 -1.360 12.275  C70 1.608, O72 1.404, H79 1.090, H80 1.090
72 O 1.122 -0.098 12.445  C71 1.404, C73 1.459
73 C 2.456 -0.271 13.011  O72 1.459, H81 1.090, H82 1.090, H83 1.090
74 N -1.708 -0.696 13.226  C70 1.510, H84 1.010, H85 1.010
75 H -1.706 0.664 10.798  C69 1.090
76 H -2.201 -0.905 10.452  C69 1.090
77 H -0.563 -0.433 9.978  C69 1.090
78 H -1.404 -2.216 11.759  C70 1.090
79 H 1.035 -1.964 11.522  C71 1.090
80 H 0.582 -1.977 13.171  C71 1.090
81 H 3.018 -0.768 12.221  C73 1.090
82 H 2.596 -0.822 13.942  C73 1.090
83 H 2.800 0.752 13.163  C73 1.090
84 H -1.844 -1.298 14.026  N74 1.010
85 H -1.044 0.035 13.438  N74 1.010
86 C 2.018 2.081 -7.136  C87 1.536, H92 1.090, H93 1.090, H94 1.090
87 C 2.518 1.170 -8.268  C86 1.536, C88 1.577, N91 1.394, H95 1.090
88 C 3.954 0.599 -7.958  C87 1.577, O89 1.449, H96 1.090, H97 1.090
89 O 4.918 1.237 -8.831  C88 1.449, C90 1.455
90 C 6.239 1.334 -8.231  O89 1.455, H98 1.090, H99 1.090, H100 1.090
91 N 1.635 0.107 -8.452  C87 1.394, H101 1.010, H102 1.010
92 H 1.240 2.739 -7.523  C86 1.090
93 H 2.751 2.817 -6.803  C86 1.090
94 H 1.496 1.587 -6.317  C86 1.090
95 H 2.724 1.721 -9.186  C87 1.090
96 H 3.958 -0.470 -8.173  C88 1.090
97 H 4.188 0.647 -6.894  C88 1.090
98 H 6.973 1.435 -9.030  C90 1.090
99 H 6.464 0.434 -7.657  C90 1.090
100 H 6.276 2.211 -7.585  C90 1.090
101 H 0.658 0.353 -8.514  N91 1.010
102 H 1.857 -0.402 -9.296  N91 1.010
103 C 1.003 0.447 1.000  C104 1.571, H109 1.090, H110 1.090, H111 1.090
104 C -0.294 -0.132 0.329  C103 1.571, C105 1.572, N108 1.404, H112 1.090
105 C -1.556 0.615 0.895  C104 1.572, O106 1.434, H113 1.090, H114 1.090
106 O -1.501 0.662 2.328  C105 1.434, C107 1.363
107 C -2.694 0.913 2.938  O106 1.363, H115 1.090, H116 1.090, H117 1.090
108 N -0.393 0.031 -1.062  C104 1.404, H118 1.010, H119 1.010
109 H 1.139 0.073 2.015  C103 1.090
110 H 1.038 1.537 1.008  C103 1.090
111 H 1.854 0.084 0.423  C103 1.090
112 H -0.335 -1.210 0.484  C104 1.090
113 H -2.449 0.113 0.524  C105 1.090
114 H -1.575 1.666 0.607  C105 1.090
115 H -3.032 1.832 2.459  C107 1.090
116 H -2.624 1.022 4.020  C107 1.090
117 H -3.475 0.167 2.789  C107 1.090
118 H -0.606 0.991 -1.290  N108 1.010
119 H 0.500 -0.132 -1.506  N108 1.010
120 C 2.895 -9.234 -0.034  C121 1.560, H126 1.090, H127 1.090, H128 1.090
121 C 1.727 -9.104 -1.060  C120 1.560, C122 1.523, N125 1.423, H129 1.090
122 C 2.185 -9.145 -2.511  C121 1.523, O123 1.373, H130 1.090, H131 1.090
123 O 2.937 -8.116 -3.023  C122 1.373, C124 1.429
124 C 2.201 -6.914 -3.254  O123 1.429, H132 1.090, H133 1.090, H134 1.090
125 N 0.755 -10.057 -0.642  C121 1.423, H135 1.010, H136 1.010
126 H 3.428 -8.308 -0.249  C120 1.090
127 H 3.567 -10.049 -0.303  C120 1.090
128 H 2.551 -9.149 0.997  C120 1.090
129 H 1.017 -8.287 -0.938  C121 1.090
130 H 1.426 -9.455 -3.229  C122 1.090
131 H 2.721 -10.094 -2.483  C122 1.090
132 H 2.833 -6.038 -3.401  C124 1.090
133 H 1.646 -6.603 -2.369  C124 1.090
134 H 1.632 -7.044 -4.175  C124 1.090
135 H 0.109 -10.215 -1.402  N125 1.010
136 H 1.202 -10.958 -0.552  N125 1.010
137 C 0.046 -5.936 4.767  C138 1.531, O140 1.402, H141 1.090, H142 1.090
138 C 0.181 -5.316 6.160  C137 1.531, O139 1.446, H143 1.090, H144 1.090
139 O 1.564 -5.468 6.551  C138 1.446, H145 0.960
140 O -0.429 -7.253 4.685  C137 1.402, H146 0.960
141 H 0.987 -5.904 4.216  C137 1.090
142 H -0.698 -5.411 4.169  C137 1.090
143 H -0.542 -5.801 6.817  C138 1.090
144 H -0.074 -4.257 6.184  C138 1.090
145 H 1.746 -6.406 6.651  O139 0.960
146 H -0.405 -7.600 3.790  O140 0.960
147 C -4.649 4.940 -4.473  C148 1.545, O150 1.387, H151 1.090, H152 1.090
148 C -5.858 5.737 -5.012  C147 1.545, O149 1.459, H153 1.090, H154 1.090
149 O -6.060 6.952 -4.230  C148 1.459, H155 0.960
150 O -4.899 4.532 -3.171  C147 1.387, H156 0.960
151 H -3.670 5.401 -4.344  C147 1.090
152 H -4.512 4.099 -5.152  C147 1.090
153 H -6.840 5.278 -4.897  C148 1.090
154 H -5.750 5.947 -6.076  C148 1.090
155 H -6.954 7.299 -4.269  O149 0.960
156 H -5.219 5.375 -2.841  O150 0.960
157 C -1.934 9.150 -0.620  C158 1.624, O160 1.446, H161 1.090, H162 1.090
158 C -1.048 8.353 0.483  C157 1.624, O159 1.456, H163 1.090, H164 1.090
159 O 0.277 8.955 0.455  C158 1.456, H165 0.960
160 O -2.028 10.533 -0.211  C157 1.446, H166 0.960
161 H -2.963 8.817 -0.488  C157 1.090
162 H -1.525 9.055 -1.627  C157 1.090
163 H -0.772 7.380 0.075  C158 1.090
164 H -1.491 8.255 1.474  C158 1.090
165 H 0.166 9.772 0.947  O159 0.960
166 H -2.482 10.858 -0.992  O160 0.960
167 C 5.372 -1.280 6.052  C168 1.495, O170 1.434, H171 1.090, H172 1.090
168 C 6.020 -2.191 5.059  C167 1.495, O169 1.398, H173 1.090, H174 1.090
169 O 5.127 -3.105 4.493  C168 1.398, H175 0.960
170 O 5.125 -1.855 7.343  C167 1.434, H176 0.960
171 H 4.481 -0.783 5.669  C167 1.090
172 H 6.103 -0.501 6.266  C167 1.090
173 H 6.725 -2.797 5.628  C168 1.090
174 H 6.446 -1.657 4.210  C168 1.090
175 H 4.583 -3.410 5.223  O169 0.960
176 H 4.705 -2.717 7.302  O170 0.960
177 C -8.596 4.300 3.374  C178 1.575, O180 1.350, H181 1.090, H182 1.090
178 C -7.873 5.102 2.227  C177 1.575, O179 1.443, H183 1.090, H184 1.090
179 O -7.316 6.415 2.438  C178 1.443, H185 0.960
180 O -8.931 3.046 3.003  C177 1.350, H186 0.960
181 H -9.440 4.797 3.853  C177 1.090
182 H -7.741 4.271 4.050  C177 1.090
183 H -8.620 5.209 1.440  C178 1.090
184 H -7.110 4.455 1.795  C178 1.090
185 H -8.022 7.023 2.208  O179 0.960
186 H -8.878 2.915 2.054  O180 0.960
187 C 6.991 -3.936 -1.001  C188 1.551, O190 1.366, H191 1.090, H192 1.090
188 C 7.390 -2.452 -1.214  C187 1.551, O189 1.374, H193 1.090, H194 1.090
189 O 6.547 -2.055 -2.224  C188 1.374, H195 0.960
190 O 7.779 -4.503 -0.040  C187 1.366, H196 0.960
191 H 7.208 -4.520 -1.896  C187 1.090
192 H 5.918 -4.079 -0.879  C187 1.090
193 H 8.445 -2.359 -1.473  C188 1.090
194 H 7.121 -1.877 -0.328  C188 1.090
195 H 6.367 -1.116 -2.141  O189 0.960
196 H 7.273 -4.295 0.748  O190 0.960

4.
C9H11IOS in the gas phase in a non-equilibrium geometry. Source: the OMol25 dataset; level of theory: ωB97M-V/def2-TZVPD.

## Properties
E_LUMO ... -0.03 eV
Structure (SMILES) ... C=[S@@H](=O)c1c(C)ccc(I)c1C
M ... 294.16 g/mol
Gap between HOMO and LUMO ... 8.45 eV
Energy relative to the best compared isomer or geometry (same formula, charge and spin) ... 0.0 kcal/mol

Bonds (Å) are listed after each position.
CARTESIAN COORDINATES (ANGSTROEM)
1 C -0.351 2.296 0.089  C2 1.361, C3 1.351, H13 1.160
2 C -1.629 2.047 0.485  C1 1.361, C6 1.418, H14 1.154
3 C 0.508 1.341 -0.329  C1 1.351, C5 1.363, C8 1.489
4 C -1.238 -0.422 0.687  C5 1.731, C6 1.385, C9 1.494
5 C 0.262 0.031 -0.048  C3 1.363, C4 1.731, S11 1.823
6 C -2.020 0.717 0.784  C2 1.418, C4 1.385, I12 2.162
7 C 0.793 -2.045 -1.712  S11 1.705, H15 1.186, H16 1.147
8 C 1.812 1.738 -0.929  C3 1.489, H17 1.183, H18 1.067, H19 1.140
9 C -1.322 -1.806 1.245  C4 1.494, H20 1.178, H21 1.046, H22 1.129
10 O 2.788 -0.993 -0.494  S11 1.494
11 S 1.373 -1.401 -0.244  C5 1.823, C7 1.705, O10 1.494, H23 1.530
12 I -4.009 0.538 1.613  C6 2.162
13 H -0.110 3.420 -0.065  C1 1.160
14 H -2.357 2.881 0.815  C2 1.154
15 H 1.762 -2.636 -2.054  C7 1.186
16 H -0.044 -2.819 -1.583  C7 1.147
17 H 2.610 1.926 -0.075  C8 1.183
18 H 2.201 1.011 -1.606  C8 1.067
19 H 1.838 2.695 -1.547  C8 1.140
20 H -1.393 -2.516 0.307  C9 1.178
21 H -0.401 -2.009 1.699  C9 1.046
22 H -2.280 -1.971 1.817  C9 1.129
23 H 1.209 -2.022 1.145  S11 1.530